{"formula": "C2H3BrClN", "method": "ωB97M-V/def2-TZVPD", "elements": ["C", "C", "N", "Cl", "Br", "H", "H", "H"], "positions_angstrom": [[0.902, -0.225, 0.605], [-1.467, 0.250, -1.054], [2.056, -0.464, 0.268], [-1.513, 1.924, -0.613], [-2.659, -0.713, 0.247], [-0.310, -0.129, -0.463], [0.473, -0.276, 1.616], [2.519, -0.367, -0.606]], "nbo_charge": [0.17, -0.28, -0.57, -0.01, -0.05, 0.14, 0.20, 0.40], "relative_energy_kcal_mol": 96.9, "fmax_ha_per_bohr": 0.0584, "charge": 0, "homo_energy_ev": [-9.002, -8.557]}